Density functional theory data (ωB97M-V/def2-TZVPD) for a cluster of 2 separate species, C7H12 in total.

Last column: Mulliken charge in e.
Element x y z (Å)
C1 1.638406 1.294630 0.443887  -0.622
C2 0.144178 0.914425 -1.342341  -0.815
C3 1.268925 1.547319 -0.998794  -0.346
C4 -2.206924 -1.127647 1.014247  -1.157
C5 -0.402114 0.146998 -0.210805  0.626
C6 0.670029 0.166412 0.867609  -0.582
C7 -1.612104 -0.413695 -0.163808  -0.215
H1 2.691089 1.017109 0.569754  0.296
H2 -2.383151 -2.188759 0.797136  0.283
H3 0.265103 0.307577 1.874224  0.322
H4 -0.349886 0.973035 -2.308655  0.370
H5 1.509344 -1.754446 -1.586752  -0.127
H6 1.198563 -0.795860 0.863054  0.220
H7 -3.178201 -0.693497 1.281962  0.302
H8 1.840268 2.209328 -1.643967  0.413
H9 1.480881 2.204037 1.040325  0.279
H10 1.228209 -2.397684 -1.340870  0.121
H11 -1.559285 -1.070114 1.894595  0.295
H12 -2.243323 -0.339166 -1.050796  0.338

Atoms 1-2, force components in eV/Å:
C 0.03 0.01 0.02
C 0.04 0.04 0.02

The HOMO energy comes out at -8.108 eV. The value obtained for the energy above the lowest of the compared OMol25 structures with the same formula, charge and spin is 141.29 kJ/mol. Its total energy is -7451.96705 eV. As for the spin multiplicity: 1. Its SMILES is C/C=C1/C=CCC1.[H][H].